1.
The following is a DFT calculation (the ωB97M-V functional and the def2-TZVPD basis) of 2 unconnected molecules or ions with the total composition C2H8O2.

```
! wB97M-V def2-TZVPD RIJCOSX def2/J DEFGRID3
* xyz 0 1
C 0.69 -2.25 -1.22
O -0.16 -1.29 -0.61
H 0.17 -2.82 -2.00
H 1.58 -1.79 -1.65
H 0.98 -2.95 -0.44
H -0.49 -0.72 -1.31
C -0.41 1.68 1.00
O -1.12 2.77 1.55
H -0.78 1.52 -0.01
H 0.67 1.88 0.94
H -0.57 0.76 1.56
H -0.56 3.21 2.19
*
```

For the max |F|, the calculation gives 0.15 eV/A. The value obtained for the calculated total energy is -6297.6551 eV. The calculation puts the LUMO energy at 0.872 eV. The calculation puts the relative energy (zero: lowest compared OMol25 entry of this formula, charge and spin) at 0.755 eV. The orbital gap is 0.4088 Ha. The calculation puts the HOMO energy at -10.25 eV.

From a Löwdin analysis of the wavefunction, the atomic charges in e read:
1 C -0.16
2 O -0.13
3 H 0.08
4 H 0.08
5 H 0.08
6 H 0.07
7 C -0.17
8 O -0.12
9 H 0.07
10 H 0.08
11 H 0.07
12 H 0.07

2.
The following is a DFT calculation (the ωB97M-V functional and the def2-TZVPD basis) of 2 unconnected molecules or ions with the total composition C2H8O2 in a non-equilibrium geometry.

```
! wB97M-V def2-TZVPD RIJCOSX def2/J DEFGRID3
* xyz 0 1
C 0.16 -0.40 1.17
C -0.67 -1.64 1.62
H 0.45 0.17 2.02
H 1.11 -0.76 0.72
H -0.54 0.14 0.52
H -0.06 -2.07 2.44
H -0.86 -2.34 0.69
H -1.67 -1.41 2.05
O 0.69 1.57 -1.23
O -0.16 0.51 -1.53
H 0.08 2.29 -1.41
H 0.31 -0.40 -1.71
*
```

For the max |F|, the calculation gives 4.07 eV/A. The value obtained for the calculated total energy is -6294.8223 eV. The calculation puts the LUMO energy at 0.862 eV. The calculation puts the relative energy (zero: lowest compared OMol25 entry of this formula, charge and spin) at 3.588 eV. The orbital gap is 0.3916 Ha. The calculation puts the HOMO energy at -9.79 eV.

From a Löwdin analysis of the wavefunction, the atomic charges in e read:
1 C -0.19
2 C -0.18
3 H 0.05
4 H 0.07
5 H 0.04
6 H 0.06
7 H 0.09
8 H 0.05
9 O -0.08
10 O -0.18
11 H 0.09
12 H 0.16

3.
The following is a DFT calculation (the ωB97M-V functional and the def2-TZVPD basis) of 3 unconnected molecules or ions with the total composition C2H8O2 in a non-equilibrium geometry.

```
! wB97M-V def2-TZVPD RIJCOSX def2/J DEFGRID3
* xyz 1 2
C 1.44 0.32 -1.84
C 0.16 0.55 -2.12
H 2.19 1.20 -1.54
H 1.71 -0.75 -1.51
H -0.17 1.59 -2.27
H -0.49 -0.29 -2.41
H -1.27 0.11 0.98
H -1.99 -0.78 1.99
O -2.20 -0.13 1.33
H 1.40 -0.31 1.19
H 1.10 -0.63 2.63
O 0.69 -0.55 1.76
*
```

For the max |F|, the calculation gives 6.23 eV/A. The value obtained for the calculated total energy is -6286.6592 eV. The calculation puts the LUMO energy (spin up / spin down) at -6.062 / -10.765 eV. The calculation puts the relative energy (zero: lowest compared OMol25 entry of this formula, charge and spin) at 1.409 eV. The orbital gap (spin up / spin down) is 0.3260 / 0.1253 Ha. The calculation puts the HOMO energy (spin up / spin down) at -14.93 / -14.18 eV.

From a Löwdin analysis of the wavefunction, the atomic charges in e read:
1 C 0.16
2 C 0.18
3 H 0.17
4 H 0.14
5 H 0.13
6 H 0.13
7 H 0.05
8 H 0.02
9 O -0.04
10 H 0.00
11 H 0.07
12 O -0.03

4.
The following is a DFT calculation (the ωB97M-V functional and the def2-TZVPD basis) of 3 unconnected molecules or ions with the total composition C2H8O3 in a non-equilibrium geometry.

```
! wB97M-V def2-TZVPD RIJCOSX def2/J DEFGRID3
* xyz 1 2
C 0.80 -2.67 0.45
C 0.12 -1.69 -0.29
O 0.03 -0.48 0.12
H 0.68 -3.70 0.16
H 1.57 -2.34 1.14
H -0.49 -1.96 -1.15
H -0.31 0.09 -0.62
H 0.43 2.23 -1.93
H -0.21 2.08 -0.59
O -0.16 1.64 -1.47
H -1.57 2.43 1.33
H -0.24 1.79 1.61
O -0.66 2.58 1.24
*
```

For the max |F|, the calculation gives 2.75 eV/A. The value obtained for the calculated total energy is -8336.8975 eV. The calculation puts the LUMO energy (spin up / spin down) at -4.795 / -8.319 eV. The calculation puts the relative energy (zero: lowest compared OMol25 entry of this formula, charge and spin) at 0.000 eV. The orbital gap (spin up / spin down) is 0.4026 / 0.2731 Ha. The calculation puts the HOMO energy (spin up / spin down) at -15.75 / -15.75 eV.

From a Löwdin analysis of the wavefunction, the atomic charges in e read:
1 C 0.27
2 C -0.09
3 O 0.17
4 H 0.11
5 H 0.12
6 H 0.17
7 H 0.11
8 H 0.08
9 H 0.03
10 O -0.05
11 H 0.03
12 H 0.05
13 O 0.00

5.
The following is a DFT calculation (the ωB97M-V functional and the def2-TZVPD basis) of 3 unconnected molecules or ions with the total composition C2H8O4 in a non-equilibrium geometry.

```
! wB97M-V def2-TZVPD RIJCOSX def2/J DEFGRID3
* xyz 0 1
C -0.89 -0.70 -1.51
C 0.18 -0.29 -0.56
O 0.03 -0.14 0.64
O 1.35 -0.06 -1.13
H -0.71 -1.21 -2.45
H -1.57 -1.36 -0.93
H -1.48 0.18 -1.74
H 2.09 -0.20 -0.50
O 2.88 -0.28 1.06
H 2.06 0.01 1.48
H 3.62 0.06 1.57
O -2.81 1.41 1.07
H -2.13 0.72 1.09
H -2.63 1.86 1.91
*
```

For the max |F|, the calculation gives 1.97 eV/A. The value obtained for the calculated total energy is -10394.3469 eV. The calculation puts the LUMO energy at 0.558 eV. The calculation puts the relative energy (zero: lowest compared OMol25 entry of this formula, charge and spin) at 0.347 eV. The orbital gap is 0.4202 Ha. The calculation puts the HOMO energy at -10.88 eV.

From a Löwdin analysis of the wavefunction, the atomic charges in e read:
1 C 0.01
2 C -0.57
3 O 0.06
4 O 0.10
5 H 0.08
6 H 0.10
7 H 0.10
8 H 0.08
9 O -0.04
10 H 0.04
11 H 0.06
12 O -0.07
13 H 0.01
14 H 0.03

6.
The following is a DFT calculation (the ωB97M-V functional and the def2-TZVPD basis) of 3 unconnected molecules or ions with the total composition C2H8O4 in a non-equilibrium geometry.

```
! wB97M-V def2-TZVPD RIJCOSX def2/J DEFGRID3
* xyz 0 1
O 0.11 0.66 1.20
C 0.17 0.12 -0.02
O -0.79 0.61 -0.82
C 1.54 0.41 -0.61
H 0.15 -1.09 -0.01
H 1.53 0.23 -1.67
H 2.21 -0.35 -0.20
H 1.83 1.42 -0.32
H -3.16 0.60 1.64
H -1.59 0.80 -0.25
O -2.41 0.93 1.14
H 0.43 -3.01 -0.72
H -0.87 0.81 1.45
O 0.84 -2.13 -0.80
*
```

For the max |F|, the calculation gives 9.01 eV/A. The value obtained for the calculated total energy is -10387.6832 eV. The calculation puts the LUMO energy at -4.197 eV. The calculation puts the relative energy (zero: lowest compared OMol25 entry of this formula, charge and spin) at 7.011 eV. The orbital gap is 0.1910 Ha. The calculation puts the HOMO energy at -9.40 eV.

From a Löwdin analysis of the wavefunction, the atomic charges in e read:
1 O 0.13
2 C -0.50
3 O 0.15
4 C 0.02
5 H 0.19
6 H 0.10
7 H 0.09
8 H 0.11
9 H -0.03
10 H 0.07
11 O -0.34
12 H 0.04
13 H 0.07
14 O -0.10